No. 1
# C4H20BrN4O7

7 unconnected molecules or ions with the total composition C4H20BrN4O7 (the ωB97M-V functional and the def2-TZVPD basis, the Open Molecules 2025 dataset).

The geometry in XYZ format:
```
36
Properties=species:S:1:pos:R:3
Br -0.61116 -10.95356 10.19502
C -1.85932 -11.95401 14.34494
O -2.31270 -13.08109 14.20067
N -1.68994 -11.39842 15.60390
N -1.51560 -11.10077 13.34288
H -1.53672 -10.40885 15.66810
H -2.28517 -11.78377 16.31889
H -1.47714 -11.56867 12.43859
H -1.13659 -10.18002 13.39514
C 0.68928 -15.10025 10.07464
O -0.31914 -15.30283 10.75855
N 1.11398 -13.84317 9.76199
N 1.29299 -16.13569 9.43918
H 0.55670 -13.08495 10.15351
H 2.01295 -13.79724 9.32507
H 0.60733 -16.86930 9.34486
H 2.10183 -16.02068 8.86304
C 0.46140 -6.79777 7.94782
C -0.72468 -7.34354 7.10746
O -0.93630 -8.73039 7.33866
O 1.65047 -7.51870 7.62752
H 0.17841 -6.86756 9.00057
H 0.77365 -5.80238 7.63781
H -0.51764 -7.11026 6.06611
H -1.64789 -6.91865 7.51580
H -0.57731 -9.10146 8.16215
H 1.66705 -8.44602 7.90306
O -3.50074 -12.22833 9.11014
H -2.64981 -11.79041 9.29850
H -3.56424 -12.91568 9.78070
O 1.86441 -10.22444 8.07172
H 0.98470 -10.25232 8.49129
H 2.22014 -11.10463 8.20941
O -2.87849 -8.52597 9.54025
H -2.48154 -9.32160 9.92870
H -2.49517 -8.49065 8.65885
```

* HOMO-LUMO gap: 9.0 eV
* charge: -1
* E_LUMO: 2.74 eV
* HOMO: -6.26 eV

Atomic partial charges in e from the Löwdin method, atoms 1 to 8: 0.184 -0.682 0.019 0.114 0.127 0.075 0.087 -0.023

No. 2
# C15H26N2O2S

C15H26N2O2S in the gas phase (the ωB97M-V functional and the def2-TZVPD basis, the Open Molecules 2025 dataset).

The geometry in XYZ format:
```
46
Properties=species:S:1:pos:R:3
C -0.91904 -5.05997 5.96212
C -0.67653 -3.63111 6.43453
C -0.03587 -2.74382 5.36664
C -0.95749 -2.45778 4.18300
C -0.31119 -1.50269 3.18150
C -1.23271 -1.21188 1.99876
C -0.55202 -0.40267 0.89362
C -0.15343 1.00129 1.34707
C 0.23624 1.89292 0.18740
S 1.70024 1.23811 -0.67914
O 2.33770 2.33209 -1.34678
O 2.48597 0.42210 0.19303
N 1.08505 0.18998 -1.83433
C 0.10942 0.54228 -2.74797
C 0.05114 1.83659 -3.26790
C -0.93351 2.13769 -4.19314
C -1.04445 3.50244 -4.79366
C -1.82182 1.12268 -4.55635
C -1.67710 -0.12359 -3.98194
N -0.74244 -0.41734 -3.08940
H -1.64768 -5.08747 5.15627
H -1.29727 -5.66883 6.78030
H 0.00762 -5.50398 5.60484
H -0.01747 -3.65664 7.30568
H -1.62367 -3.18778 6.75083
H 0.24840 -1.79371 5.82605
H 0.87809 -3.21999 5.00455
H -1.20487 -3.39091 3.67453
H -1.88988 -2.02094 4.54963
H 0.61826 -1.94102 2.81225
H -0.05842 -0.57130 3.69073
H -2.11890 -0.67758 2.35010
H -1.56910 -2.16021 1.57341
H 0.34619 -0.93169 0.57340
H -1.23255 -0.33065 0.04076
H 0.69866 0.93251 2.02344
H -0.98629 1.46257 1.88510
H 0.52742 2.88820 0.51250
H -0.54328 1.97008 -0.56704
H 1.04287 -0.77586 -1.54667
H 0.78205 2.56374 -2.95523
H -0.29626 4.17056 -4.37628
H -2.03460 3.91759 -4.61020
H -0.90351 3.44789 -5.87226
H -2.60366 1.30966 -5.27578
H -2.34128 -0.93982 -4.23330
```

* HOMO-LUMO gap: 9.8 eV
* structure (SMILES): CCCCCCCCCS(=O)(=O)Nc1cc(C)ccn1
* E_LUMO: 0.74 eV
* HOMO: -9.05 eV

Atomic partial charges in e from the Löwdin method, atoms 1 to 8: -0.116 -0.273 -0.233 -0.226 -0.220 -0.211 -0.223 -0.233

No. 3
# C33H36IrN4O3Te

A molecular structure, C33H36IrN4O3Te (the ωB97M-V functional and the def2-TZVPD basis, the Open Molecules 2025 dataset).

The geometry in XYZ format:
```
78
Properties=species:S:1:pos:R:3
Ir -0.03603 0.30828 -2.22514
O -0.93223 -3.43155 -5.49506
C -2.11433 -3.36526 -4.79596
C -3.08272 -4.30311 -5.16417
C -4.30846 -4.33628 -4.50343
C -4.56545 -3.42753 -3.48002
C -3.59476 -2.48625 -3.11576
C -2.34299 -2.43301 -3.76150
C -1.24745 -1.44903 -3.36865
O -1.52416 -0.85085 -2.30837
N -0.19395 -1.37599 -4.14229
N 0.76550 -0.56844 -3.55709
C 0.87272 0.57960 -4.12113
C 1.66401 1.56885 -3.40997
C 2.57082 2.38511 -4.06597
C 3.35353 3.22828 -3.28134
C 3.18119 3.23016 -1.89736
C 2.22823 2.38427 -1.34720
N 1.46571 1.55003 -2.07511
H -0.37191 -2.72656 -5.08378
H -2.86607 -5.00916 -5.95910
H -5.05610 -5.07153 -4.78201
H -5.51358 -3.44695 -2.95176
H -3.80991 -1.79014 -2.30830
H 0.38162 0.85133 -5.06840
H 2.69882 2.32970 -5.13937
H 4.10423 3.86454 -3.73959
H 3.77966 3.86834 -1.25769
H 2.05159 2.34496 -0.27661
C 2.55755 -1.34081 -2.67744
C 2.14629 -1.38267 -1.24082
O 2.91936 -1.80461 -0.39438
N 0.85576 -0.93385 -0.87088
Te 0.20631 -0.96723 1.09644
C -0.54283 -1.17033 3.11249
C 0.18618 -1.91240 4.08119
C 1.50397 -2.58754 3.79325
C -0.32497 -2.04978 5.38031
C -1.54742 -1.47465 5.73695
C -2.09237 -1.62638 7.12720
C -2.27189 -0.75522 4.78492
C -1.78599 -0.59709 3.47757
C -2.61243 0.18034 2.49355
C 0.61017 1.15146 1.20849
C -0.16418 2.08225 0.46371
C -1.30853 1.68308 -0.43407
C 0.13299 3.45100 0.53975
C 1.18612 3.91544 1.33195
C 1.50194 5.38075 1.40918
C 1.95627 3.00299 2.05545
C 1.68271 1.62730 2.00184
C 2.54975 0.68978 2.79374
H 3.59109 -1.72879 -2.80229
H 2.51900 -0.29390 -3.04385
H 1.86453 -1.96461 -3.27966
H 1.86175 -2.45144 2.75776
H 1.40558 -3.67898 3.97234
H 2.28345 -2.18410 4.47367
H 0.23502 -2.61469 6.11706
H -1.41138 -2.22274 7.77113
H -3.07641 -2.13940 7.08821
H -2.22286 -0.62463 7.58806
H -3.22193 -0.31670 5.06825
H -3.56582 0.53449 2.94002
H -2.86001 -0.45623 1.61858
H -2.05088 1.07404 2.16867
H -1.50315 0.59675 -0.45570
H -1.09117 2.00621 -1.47402
H -2.23957 2.18349 -0.09335
H -0.46101 4.15831 -0.02802
H 0.80974 5.98242 0.78233
H 2.53932 5.55797 1.05497
H 1.41280 5.72655 2.46060
H 2.77497 3.37077 2.66316
H 3.35390 1.22841 3.33862
H 3.02983 -0.04681 2.11602
H 1.93389 0.16664 3.54765
H -0.81299 1.15328 -0.93847
```

* 2S+1: 2
* HOMO-LUMO gap (alpha / beta): 6.3 / 5.6 eV
* E_LUMO (alpha / beta): -0.28 / -1.22 eV
* HOMO (alpha / beta): -6.60 / -6.78 eV

Atomic partial charges in e from the Löwdin method, atoms 1 to 8: 1.255 0.028 -0.255 -0.020 -0.091 -0.104 -0.029 -0.057

No. 4
# C6H5FN4

C6H5FN4 in the gas phase (the ωB97M-V functional and the def2-TZVPD basis, the Open Molecules 2025 dataset).

The geometry in XYZ format:
```
16
Properties=species:S:1:pos:R:3
C 1.98848 -0.93527 0.36746
C 1.01412 -1.93431 0.70855
C -2.05523 2.98630 -0.64690
C 1.28612 0.17636 0.01553
C -0.76655 2.70281 -0.48500
C -1.02116 0.67311 -0.28872
N -0.18119 -1.51070 0.35589
N -2.89748 1.93940 -0.70338
N -2.29458 0.76362 -0.50593
N -0.04865 -0.25235 -0.00279
F 0.49869 3.14106 -0.37279
H 3.16877 -1.02779 0.57302
H 1.14567 -3.05919 0.79920
H -2.54376 3.92250 -0.85183
H 1.50403 1.20515 -0.47491
H -2.98227 -0.02200 -0.46921
```

* HOMO-LUMO gap (alpha / beta): 8.3 / 8.3 eV
* E_LUMO (alpha / beta): 0.64 / 0.64 eV
* HOMO (alpha / beta): -7.66 / -7.66 eV

Atomic partial charges in e from the Löwdin method, atoms 1 to 8: -0.093 -0.160 -0.198 -0.060 -0.054 -0.015 0.053 -0.041

No. 5
# C5H8BrN2

A gas-phase ion, C5H8BrN2 (charge +1) (the ωB97M-V functional and the def2-TZVPD basis, the Open Molecules 2025 dataset).

The geometry in XYZ format:
```
16
Properties=species:S:1:pos:R:3
N -0.97501 -1.93968 0.39445
C -0.76860 -0.64872 0.17746
Br -2.86924 0.34343 -0.09666
C -0.00418 -0.26787 -1.10528
C 0.66335 1.11209 -1.07142
C 0.93982 1.82587 0.03281
C 0.47442 1.26950 1.29764
N -0.24098 0.12175 1.31612
H -1.48853 -2.39557 -0.38169
H -1.45367 -2.39043 1.18697
H -0.71337 -0.29255 -2.06722
H 0.91075 -0.87168 -1.31766
H 0.85082 1.50140 -2.07382
H 1.50898 2.74563 0.10899
H 0.63457 1.71296 2.34101
H -0.57997 -0.16778 2.30301
```

* HOMO-LUMO gap: 7.5 eV
* structure (SMILES): N[C@]1(Br)CC=CC=[NH+]1
* charge: +1
* E_LUMO: -5.85 eV
* HOMO: -13.39 eV

Atomic partial charges in e from the Löwdin method, atoms 1 to 8: 0.097 -0.657 0.343 -0.133 -0.004 -0.026 0.045 0.076

No. 6
# C5H7N

C5H7N in the gas phase (the ωB97M-V functional and the def2-TZVPD basis, the Open Molecules 2025 dataset).

The geometry in XYZ format:
```
13
Properties=species:S:1:pos:R:3
C -2.23759 -0.02314 0.13874
C -2.58070 1.18332 0.22328
C -1.23897 -1.06301 -0.21608
C 0.59275 0.53920 0.10443
C 2.08421 0.58850 0.10103
N 0.09646 -0.67148 -0.18965
H -3.33991 -0.23321 -0.03921
H 0.01341 1.51882 0.09644
H -1.40298 -2.09589 -0.09708
H 2.53800 -0.28548 -0.46653
H 2.40699 1.54349 -0.31165
H 2.31723 0.34521 1.15797
H 0.75110 -1.34633 -0.50170
```

* HOMO-LUMO gap (alpha / beta): 7.5 / 7.5 eV
* E_LUMO (alpha / beta): 0.65 / 0.65 eV
* HOMO (alpha / beta): -6.87 / -6.87 eV

Atomic partial charges in e from the Löwdin method, atoms 1 to 8: -0.323 0.085 -0.146 -0.164 -0.104 -0.018 0.108 0.127

No. 7
# C14H17N3OS

C14H17N3OS in the gas phase (the ωB97M-V functional and the def2-TZVPD basis, the Open Molecules 2025 dataset).

The geometry in XYZ format:
```
36
Properties=species:S:1:pos:R:3
C 5.66287 0.26235 -1.70274
C 5.72118 -0.97306 -0.88825
C 5.22824 -0.78155 0.41046
C 3.77336 -0.12520 0.71487
C 2.55204 -0.81767 0.75700
C 1.48857 0.18724 0.55732
C 0.03411 -0.29442 0.53974
O -0.07958 -1.74550 0.71426
N -0.81384 0.62357 0.40686
N -2.13902 0.16009 0.19055
C -3.08299 1.01970 0.16088
C -4.36522 0.58352 0.01443
C -5.48301 1.56081 -0.25387
C -6.52248 0.98087 -0.35767
C -6.30493 -0.37286 0.14278
N -4.98514 -0.49984 0.08768
C -4.32120 -1.58454 0.67010
C 1.82333 1.49949 0.73457
S 3.61903 1.62422 0.84816
H 5.89408 -0.14608 -2.81493
H 6.28775 0.92732 -1.40096
H 4.67462 0.93466 -1.80901
H 6.70355 -1.36057 -0.91183
H 4.89083 -1.70778 -1.29683
H 5.89339 0.09363 0.82076
H 5.29056 -1.46653 1.19732
H 2.55128 -1.64371 0.42935
H -0.54547 1.46597 0.24406
H -2.82504 2.06186 -0.05791
H -5.31116 2.82171 -0.58572
H -7.60922 1.05038 -0.47648
H -6.81606 -1.26115 0.14032
H -3.46982 -1.78762 -0.19946
H -3.72327 -1.48980 1.62353
H -4.89704 -2.34437 0.37078
H 1.20570 2.54484 0.97989
```

* HOMO-LUMO gap: 7.8 eV
* structure (SMILES): CCCc1cc(C(=O)N/N=C/c2cccn2C)cs1
* E_LUMO: 0.04 eV
* HOMO: -7.77 eV

Atomic partial charges in e from the Löwdin method, atoms 1 to 8: -0.125 -0.331 -0.247 -0.438 -0.008 -0.246 -0.284 -0.145

Ordered energy above the lowest of the compared OMol25 structures with the same formula, charge and spin results: 0.0 26.0 76.9 41.0 55.6 145.3 318.3; unit kcal per mole.